Record 1
{"formula": "C6H11N", "method": "the ωB97M-V functional and the def2-TZVPD basis", "lumo_ev": 1.11, "relative_energy_kcal_mol": 45.82, "total_energy_ha": -289.8987, "smiles": "[H]/N=C/[C@H](C)CC=C", "homo_lumo_gap_ev": 10.41, "species": ["N", "C", "C", "C", "C", "C", "C", "H", "H", "H", "H", "H", "H", "H", "H", "H", "H", "H"], "positions_angstrom": [[-0.340274, 1.776316, 0.577230], [-1.389940, -0.859589, -0.480048], [-2.136225, 0.132813, -0.969944], [0.129164, -0.931092, -0.596178], [2.272803, 0.261881, 0.244931], [0.920395, -0.322886, 0.637318], [-0.149098, 0.625905, 1.074185], [-1.361771, 1.913794, 0.599247], [0.444085, -1.966086, -0.768000], [2.919261, -0.498402, -0.210499], [-3.205481, 0.210356, -0.781416], [-1.876717, -1.628338, 0.121765], [-0.970729, 0.046418, 1.513243], [2.152366, 1.086949, -0.463410], [1.061242, -1.098918, 1.400335], [2.795150, 0.649745, 1.126253], [-1.691683, 0.930837, -1.563578], [0.427444, -0.329695, -1.461430]], "atomic_forces_ev_per_a": [[-0.043, -0.337, 0.073], [-0.166, -0.061, -0.340], [0.048, -0.478, -0.274], [-0.042, -0.050, -0.222], [-0.030, 0.037, -0.038], [0.027, -0.022, 0.077], [-0.083, 0.017, -0.143], [0.428, 0.715, 0.543], [0.003, 0.143, 0.021], [-0.186, 0.089, 0.046], [0.164, -0.226, -0.128], [0.086, 0.052, -0.110], [0.105, 0.394, 0.416], [-0.032, -0.108, 0.094], [-0.092, 0.094, -0.117], [-0.116, -0.046, -0.121], [-0.037, -0.140, 0.147], [-0.033, -0.074, 0.077]]}

Record 2
{"formula": "C6H11N", "method": "the ωB97M-V functional and the def2-TZVPD basis", "lumo_ev": 0.80, "relative_energy_kcal_mol": 70.23, "total_energy_ha": -289.8598, "smiles": "C=C/C(=C/C)NC", "homo_lumo_gap_ev": 8.28, "species": ["N", "C", "C", "C", "C", "C", "C", "H", "H", "H", "H", "H", "H", "H", "H", "H", "H", "H"], "positions_angstrom": [[1.123215, -0.570789, 0.412196], [1.612948, -1.824853, -0.140477], [-0.434957, -0.439237, -1.478693], [-0.042482, -0.021739, -0.100012], [-1.289663, 0.450686, -2.057044], [-0.765906, 0.887273, 0.582409], [-0.504552, 1.521729, 1.939772], [-1.716585, 1.230077, 0.207842], [-2.220942, 0.248321, -2.586269], [2.071833, -1.625865, -1.109366], [-0.883954, 0.914137, 2.759552], [-0.910288, 1.459752, -2.110008], [0.886160, -2.557825, -0.460784], [0.546626, 1.761039, 2.181180], [-1.029372, 2.466377, 2.107927], [-0.368486, -1.395427, -1.962238], [2.456053, -2.129559, 0.483680], [1.470354, -0.374100, 1.330335]], "atomic_forces_ev_per_a": [[0.239, -0.941, -0.415], [1.222, 1.304, -0.836], [-2.167, 1.305, 0.597], [1.450, -0.111, -0.350], [0.867, 0.097, -0.762], [-0.679, 0.962, 0.655], [0.753, -0.099, 0.222], [-0.003, -0.330, -0.478], [0.768, -0.424, -0.788], [0.373, 0.280, -0.266], [0.076, -0.440, 0.091], [-0.890, 0.621, 0.992], [-0.484, -0.544, 1.092], [-0.207, -0.325, -0.275], [-0.089, -0.034, -0.616], [-0.140, -0.895, 0.911], [-0.527, -0.654, 0.017], [-0.563, 0.230, 0.207]]}

Record 3
{"formula": "C6H11N", "method": "the ωB97M-V functional and the def2-TZVPD basis", "lumo_ev": 0.41, "relative_energy_kcal_mol": 76.39, "total_energy_ha": -289.8499, "smiles": "C/C=C/C=C/NC", "homo_lumo_gap_ev": 8.13, "species": ["N", "C", "C", "C", "C", "C", "C", "H", "H", "H", "H", "H", "H", "H", "H", "H", "H", "H"], "positions_angstrom": [[1.922633, 1.412270, 0.787464], [-1.713043, -0.368748, -0.760288], [-0.816217, -0.985759, 0.033727], [0.587064, 0.917961, 0.640208], [2.979544, 0.795551, 0.022099], [-3.160020, -0.831791, -0.721336], [0.231110, -0.366172, 0.836770], [0.020099, 1.547462, -0.025027], [-3.819840, 0.014667, -0.581526], [-3.487387, -1.396252, -1.604565], [-0.745803, -2.059012, 0.081258], [3.891042, 1.388558, 0.050763], [-1.604198, 0.453894, -1.458320], [-3.292506, -1.552862, 0.084247], [2.699866, 0.593571, -1.013211], [3.223954, -0.219538, 0.384454], [0.900041, -0.912269, 1.492416], [2.183664, 1.568469, 1.750874]], "atomic_forces_ev_per_a": [[-0.305, 0.970, 1.037], [-1.358, -0.620, -0.267], [0.825, 0.500, 0.783], [0.879, -0.740, -1.137], [0.077, -1.449, 0.150], [0.606, -1.715, -0.838], [1.146, 1.431, -1.416], [-0.643, 0.183, 0.024], [-0.064, 0.189, 0.084], [-0.052, 0.416, -0.258], [-1.446, -0.553, 0.857], [-0.082, 0.166, -0.032], [0.616, 0.809, 0.994], [-0.103, 0.271, 0.242], [-0.222, 0.571, -0.041], [0.169, 0.135, 0.121], [-0.147, -0.588, -0.252], [0.105, 0.023, -0.052]]}

Record 4
{"formula": "C6H11N", "method": "the ωB97M-V functional and the def2-TZVPD basis", "lumo_ev": 0.98, "relative_energy_kcal_mol": 36.23, "total_energy_ha": -289.9139, "smiles": "C=CC/C(C)=C/N", "homo_lumo_gap_ev": 9.49, "species": ["N", "C", "C", "C", "C", "C", "C", "H", "H", "H", "H", "H", "H", "H", "H", "H", "H", "H"], "positions_angstrom": [[2.095705, 1.345850, -1.707848], [0.373826, 0.069357, -0.536509], [1.639198, 0.266465, -0.907970], [0.072724, -1.021778, 0.461824], [-0.929190, -0.623626, 1.537470], [-0.700002, 1.050551, -0.937566], [-1.538669, -1.460685, 2.367539], [2.403119, -0.464030, -0.659088], [-0.384761, -1.902308, 0.003478], [-1.080533, 0.444604, 1.624103], [1.032075, -1.271710, 0.913810], [-1.688613, 0.607760, -0.808507], [-1.290310, -2.512543, 2.389109], [2.104194, 1.132342, -2.698411], [-2.417115, -1.125003, 2.905347], [1.555262, 2.191199, -1.585800], [-0.647296, 1.298963, -1.998483], [-0.599618, 1.974591, -0.362498]], "atomic_forces_ev_per_a": [[0.124, 0.208, -0.115], [0.265, 0.425, 0.370], [-0.254, -0.237, -0.542], [-0.403, 0.055, 0.431], [0.742, 0.127, 0.013], [-0.098, -0.482, -0.250], [-0.357, 0.286, -0.600], [0.029, 0.093, 0.155], [0.381, -0.085, -0.273], [-0.513, 0.073, -0.041], [-0.080, -0.429, 0.065], [-0.028, 0.201, 0.307], [-0.174, -0.160, -0.130], [0.183, -0.069, 0.038], [0.378, -0.007, 0.555], [-0.121, -0.099, 0.043], [0.243, 0.102, -0.009], [-0.318, -0.006, -0.017]]}

Record 5
{"formula": "C6H11N", "method": "the ωB97M-V functional and the def2-TZVPD basis", "lumo_ev": -1.66, "relative_energy_kcal_mol": 127.96, "total_energy_ha": -289.7678, "homo_lumo_gap_ev": 5.05, "species": ["N", "C", "C", "C", "C", "C", "C", "H", "H", "H", "H", "H", "H", "H", "H", "H", "H", "H"], "positions_angstrom": [[1.804294, 1.319153, -1.404459], [-1.990597, -0.472969, 1.069139], [0.778235, 0.348806, -1.444013], [2.758898, 0.799438, -0.528041], [-0.959806, -0.551134, 0.211209], [-2.432014, -1.611682, 1.929075], [-0.032646, 0.428188, -0.182422], [2.287372, 0.706087, 0.494872], [-2.383297, 0.510367, 1.310904], [-1.703312, -1.805307, 2.710804], [-0.641626, -1.543064, -0.098345], [-2.638817, -2.506674, 1.346053], [3.104095, -0.216740, -0.798278], [1.138886, -0.682509, -1.603712], [0.097625, 0.656045, -2.249778], [-3.380807, -1.376729, 2.414436], [0.148311, 1.347253, 0.370342], [3.650037, 1.423516, -0.483168]], "atomic_forces_ev_per_a": [[-0.417, 0.209, -0.089], [0.593, 0.523, 0.796], [0.626, -0.058, 0.631], [0.774, 0.388, -0.691], [-0.268, -0.482, -0.481], [-1.136, 0.188, -0.417], [0.729, 0.644, 0.071], [-0.258, -0.269, 0.059], [0.008, 0.021, 0.012], [0.175, -0.147, 0.005], [-0.089, -0.276, -0.182], [0.388, -0.227, -0.015], [-0.234, -0.187, 0.207], [-0.170, -0.277, -0.201], [-0.325, -0.274, -0.112], [0.088, 0.070, 0.103], [-0.455, -0.009, 0.018], [-0.028, 0.165, 0.285]]}

Record 6
{"formula": "C6H11N", "method": "the ωB97M-V functional and the def2-TZVPD basis", "lumo_ev": 1.09, "relative_energy_kcal_mol": 65.97, "total_energy_ha": -289.8666, "smiles": "C=C/C(=C/C)NC", "homo_lumo_gap_ev": 8.64, "species": ["N", "C", "C", "C", "C", "C", "C", "H", "H", "H", "H", "H", "H", "H", "H", "H", "H", "H"], "positions_angstrom": [[-1.071654, 0.746853, 0.188806], [0.070967, -0.055701, -0.091591], [0.032329, -1.336982, -0.308364], [2.260338, 0.051781, 0.118037], [1.276318, 0.692233, -0.464003], [-1.182671, -2.190257, -0.441105], [-0.934843, 2.039800, 0.761099], [-0.920918, -3.036848, -0.988713], [-0.567752, 2.139154, 1.788283], [-1.966932, -1.554889, -0.860415], [-0.441526, 2.810862, 0.118377], [0.913648, -1.900568, -0.423471], [3.232457, 0.394882, 0.070459], [-1.578559, -2.468509, 0.555816], [2.160532, -0.903880, 0.594280], [-2.046297, 2.412751, 0.894283], [-1.746091, 0.196200, 0.741103], [1.328386, 1.477632, -1.256083]], "atomic_forces_ev_per_a": [[-0.178, -2.181, 0.175], [-1.924, 3.267, -1.474], [-1.242, -2.329, -0.023], [1.628, 0.572, -0.143], [-0.220, -0.870, 0.424], [-0.894, 2.152, 2.364], [-2.634, 2.578, 0.438], [-0.112, -1.406, -1.018], [0.581, -0.410, -0.103], [-0.155, -0.490, -0.501], [-0.254, -0.905, 0.390], [1.052, -0.104, -0.642], [2.199, 0.594, -0.465], [0.114, -0.344, -0.364], [-0.288, 0.254, 0.700], [2.035, -0.393, -0.443], [0.403, 0.460, -0.644], [-0.110, -0.446, 1.327]]}